Molecular formula: C28H46CsN13O4SSi2
Method: DFT, the ωB97M-V functional and the def2-TZVPD basis

Its total energy is -84488.14648 eV. The charge is -2. The orbital gap is 4.327 eV.

```
95
Properties=species:S:1:pos:R:3:forces:R:3:mulliken_charge:R:1
Cs -0.229360 -0.387060 1.081319 2.260 -1.792 2.073 1.5216
N -2.998950 1.251157 2.474986 0.088 -0.003 -0.078 -0.3228
C -3.127723 2.706713 2.588953 0.000 -0.054 0.042 -0.6318
C -2.104502 3.429397 1.726843 -0.012 0.029 -0.026 -0.4092
N -0.746052 2.968164 2.033768 0.044 -0.009 0.143 -0.3780
H -3.018083 0.964618 1.495369 -0.180 0.132 0.019 -0.0163
H -3.805213 0.799853 2.889960 0.057 -0.014 0.082 0.2214
H -2.963456 2.980915 3.637695 -0.018 -0.003 0.002 0.3619
H -4.124924 3.066110 2.296346 0.005 0.028 -0.014 0.3039
H -2.167077 4.501124 1.940073 -0.011 -0.006 0.016 0.4540
H -2.359924 3.272178 0.673963 -0.005 -0.005 0.021 0.3191
H -0.086079 3.493448 1.468109 -0.030 0.006 -0.039 0.0508
H -0.699596 2.029885 1.652116 0.056 0.345 0.038 -0.3279
N 1.596888 -4.289165 0.521535 -0.044 -0.132 0.039 -0.1312
C 2.538882 -3.801099 1.326742 -0.060 0.135 0.059 0.4550
N 3.680997 -4.504406 1.430287 0.021 -0.041 -0.053 -0.7103
C 4.579512 -3.967899 2.236522 0.025 0.077 0.035 0.4249
N 5.766513 -4.641337 2.392493 0.008 -0.010 -0.028 -0.4374
N 4.440591 -2.841561 2.939466 -0.011 -0.097 -0.068 -0.5750
C 3.271602 -2.225149 2.749137 -0.038 0.317 0.182 -0.0094
N 2.288876 -2.637697 1.969716 0.111 -0.066 0.084 -0.2188
C 3.111480 -0.924730 3.504781 0.047 -0.219 -0.182 0.5439
C 4.118456 -0.515916 4.370277 0.009 0.088 0.054 -0.4924
C 3.981574 0.703498 5.015082 0.015 -0.038 -0.014 -0.4712
C 2.856258 1.468172 4.770243 -0.023 0.025 -0.013 -0.7075
C 1.899190 0.971804 3.894941 0.005 -0.034 -0.044 -0.3046
N 2.018247 -0.200363 3.280156 0.070 -0.024 0.101 0.1164
H 1.796794 -5.171153 0.084333 0.001 0.020 -0.018 0.2110
H 0.637263 -3.926909 0.458183 0.035 0.055 -0.046 0.5690
H 5.986359 -5.274551 1.641806 -0.013 -0.003 0.009 0.2674
H 6.523115 -4.065264 2.721370 -0.002 -0.007 0.012 0.2609
H 4.987489 -1.140746 4.506310 -0.005 0.000 -0.004 0.4482
H 4.757408 1.056589 5.683672 -0.008 0.005 0.002 0.3830
H 2.718531 2.442845 5.218021 0.008 -0.003 0.011 0.4006
H 1.013361 1.558003 3.663137 -0.030 -0.027 0.001 0.5201
C -0.501170 -2.349358 -2.083747 -0.028 0.007 -0.018 -0.5256
C -1.462370 -3.095866 -1.228103 0.132 -0.061 0.002 0.1537
N -1.164711 -3.729577 -0.110814 0.052 -0.045 0.035 -0.2784
C -2.340749 -4.286967 0.333254 0.011 0.084 0.050 -1.3437
C -3.351048 -3.986659 -0.523764 -0.001 -0.008 -0.037 0.0143
N -2.774633 -3.239918 -1.524586 -0.029 0.025 -0.003 0.4454
C -3.434095 -2.569337 -2.639164 -0.053 0.081 0.114 -0.6345
N -4.860746 -2.736467 -2.569665 -0.025 -0.010 -0.145 0.8641
N -5.440791 -3.861201 -3.030105 -0.012 0.001 -0.057 -0.6628
N -6.714298 -3.782975 -2.888979 0.051 0.020 0.037 -0.6555
C -7.004478 -2.564014 -2.314365 -0.113 -0.084 -0.019 -0.0573
C -8.234700 -1.999223 -1.949347 0.025 0.015 -0.008 -0.7225
C -8.198021 -0.748982 -1.384002 0.051 0.026 0.008 -0.4489
C -6.974229 -0.063569 -1.179722 -0.070 0.002 0.009 -0.7568
C -5.760056 -0.600147 -1.529230 0.002 -0.029 -0.055 -0.1887
C -5.814072 -1.875900 -2.108928 0.126 0.055 0.162 1.1090
H 0.469763 -2.312709 -1.593095 0.013 -0.021 0.001 -0.2199
H -0.855644 -1.331951 -2.272738 0.004 0.005 0.004 0.1698
H -0.366829 -2.844376 -3.049946 -0.003 -0.015 0.000 0.3889
H -2.390326 -4.853266 1.248322 -0.001 -0.006 0.009 0.4391
H -4.399303 -4.221679 -0.511538 -0.019 -0.005 -0.012 0.3949
H -3.091122 -2.989446 -3.584389 -0.002 -0.052 0.025 0.0836
H -3.189864 -1.498369 -2.587400 0.007 0.001 -0.046 0.4548
H -9.161227 -2.534583 -2.109608 -0.001 -0.006 -0.002 0.4048
H -9.122336 -0.270474 -1.083861 0.002 0.009 0.004 0.3412
H -6.986662 0.920435 -0.728916 -0.007 0.005 0.001 0.4644
H -4.837017 -0.057872 -1.364609 0.054 0.028 0.019 0.2939
C 4.289461 4.868293 -0.821045 0.047 0.002 0.002 -1.1405
Si 3.056956 3.535337 -0.227785 -0.065 0.129 0.079 0.1207
C 1.386560 4.296278 -0.749140 -0.009 -0.019 -0.057 -0.8952
C 3.091538 3.668723 1.669294 0.036 -0.032 -0.004 -0.7137
C 3.403367 1.881306 -0.781568 -0.056 -0.011 0.110 0.0292
Si 3.078616 1.236016 -2.412197 -0.021 -0.111 -0.097 0.1510
C 3.211011 -0.659631 -2.428619 0.016 -0.046 0.031 -0.7134
C 1.405174 1.652523 -3.192792 -0.007 0.030 0.022 -0.6136
C 4.310516 1.812346 -3.754001 0.065 0.029 0.026 -1.1266
H 4.011549 5.876437 -0.493508 -0.006 0.016 0.016 0.2876
H 4.335535 4.870043 -1.914483 0.005 -0.008 -0.014 0.2199
H 5.293908 4.639949 -0.453337 0.014 0.020 0.002 0.2755
H 1.106153 5.154130 -0.125574 0.020 0.008 0.014 0.4215
H 0.585199 3.552770 -0.718628 -0.018 0.001 0.019 -0.1133
H 1.440210 4.656191 -1.781962 -0.014 -0.006 -0.011 0.4144
H 3.043504 4.709047 2.006588 0.012 0.015 -0.004 0.2972
H 4.011640 3.218657 2.054226 -0.003 0.009 0.041 0.2944
H 2.247371 3.136324 2.113906 -0.012 -0.013 0.001 -0.0653
H 3.482333 1.140326 0.017359 0.062 -0.020 -0.019 0.2809
H 2.633147 -1.080878 -1.601074 -0.025 -0.029 0.009 -0.1499
H 4.249888 -0.975314 -2.295616 0.008 -0.010 0.000 0.3356
H 2.834940 -1.090542 -3.361524 0.007 -0.009 -0.010 0.2652
H 0.576285 1.384636 -2.533159 -0.022 -0.013 -0.022 -0.1321
H 1.265892 1.151377 -4.157255 0.008 -0.011 -0.011 0.3711
H 1.331080 2.730549 -3.369508 -0.012 0.013 -0.010 0.3013
H 5.327720 1.527413 -3.470362 0.017 0.001 -0.026 0.2583
H 4.287346 2.904149 -3.831954 0.008 0.012 -0.004 0.2245
H 4.087543 1.400786 -4.744305 -0.015 -0.023 -0.011 0.2854
O -3.390856 1.621753 -0.681423 -0.006 -0.020 0.069 -0.8446
S -2.318379 0.646792 -0.937145 -0.645 0.406 -0.674 1.2290
O -2.509339 -0.531144 -0.027647 -1.165 -0.156 -0.712 -0.9395
O -0.981146 1.211150 -0.620676 -0.755 1.175 -1.217 -0.9265
O -2.362433 0.189189 -2.343752 -0.011 -0.023 -0.015 -0.9049
```
Forces are in eV/Å.

---

Molecular formula: C28H46FInN2O8PS4
Method: DFT, the ωB97M-V functional and the def2-TZVPD basis

Its total energy is -109662.42881 eV. Its relative energy (zero: lowest compared OMol25 entry of this formula, charge and spin) is 0.392 eV. The charge is -1. The orbital gap is 6.157 eV.

```
91
Properties=species:S:1:pos:R:3:forces:R:3:mulliken_charge:R:1
C -6.729469 5.377106 -0.984035 0.083 -0.331 0.111 -1.6324
C -5.246781 5.299304 -0.664878 -0.604 0.465 -0.631 0.9859
F -5.104449 5.217262 0.725977 0.206 -0.146 0.262 -0.4048
C -4.462544 6.484169 -1.195152 0.789 -0.420 -0.340 -1.3238
In -2.495004 5.809674 -2.003658 0.484 -0.151 0.499 0.8528
C -2.047092 3.807810 -1.049640 -0.049 0.949 0.004 -1.0156
C -0.863442 3.875899 -0.098501 -0.476 -0.827 0.059 -0.1983
C -0.578216 2.591207 0.756858 -0.091 0.356 -0.489 -0.9134
S -1.497658 1.091677 0.247894 0.213 -0.351 0.351 -0.0152
C -2.404639 0.723934 1.737590 -0.181 -0.093 0.003 -0.0319
S -3.439258 1.760440 2.404423 0.089 0.310 0.284 -0.1271
N -2.219885 -0.584069 2.321414 0.636 -0.203 -0.711 0.5206
C -2.163246 -1.634663 1.339997 -0.372 -0.098 -0.189 -0.6985
C -0.996402 -2.259527 0.920800 0.280 -0.339 -0.050 0.4470
C -1.015126 -3.253229 -0.056168 -0.302 0.350 0.259 -1.0320
C -2.216616 -3.622929 -0.651243 0.419 0.146 0.317 -0.5787
C -3.386292 -3.009011 -0.226538 -0.039 0.085 0.013 -0.5570
C -3.366980 -2.023669 0.756640 0.117 -0.228 -0.286 -0.1483
C -1.165783 -0.635035 3.301393 -0.167 0.043 0.696 -0.3905
C -1.478311 -1.155810 4.552379 0.237 -0.016 0.300 -0.4421
C -0.502511 -1.227634 5.538310 0.370 -0.020 0.063 -0.5854
C 0.798547 -0.799421 5.299709 -0.013 0.169 -0.493 -0.4815
C 1.118214 -0.264231 4.054849 -0.558 -0.236 0.077 -0.9041
C 0.131999 -0.186038 3.078057 0.114 0.162 -0.289 0.2471
C -0.785322 7.217574 -1.565585 -0.121 -0.879 -0.247 -1.3452
C 0.655203 6.745995 -1.879207 -0.171 0.402 0.178 -0.3607
C 0.812336 5.979244 -3.161461 0.440 0.087 0.025 0.2411
N 0.390782 4.647046 -3.239336 0.183 -0.142 -0.043 -0.2767
O 1.290946 6.515385 -4.135042 -0.166 0.366 -0.667 -0.6143
P -2.802900 5.393652 -4.527649 -1.053 -0.223 0.687 0.3428
O -4.271660 5.228862 -4.866844 -0.006 0.190 -0.184 -0.7109
H -7.135649 6.367705 -0.796647 -0.041 0.111 0.000 0.3651
H -6.852931 5.102039 -2.029523 -0.098 0.224 -0.169 0.3665
H -7.273830 4.638895 -0.395516 -0.074 -0.041 0.106 0.4009
H -4.895279 4.365931 -1.102860 0.201 -0.268 0.359 0.0784
H -4.261772 7.195043 -0.398298 -0.248 0.171 0.100 0.4027
H -5.010240 6.951782 -2.007809 -0.123 0.224 0.005 0.3725
H -1.889050 3.115202 -1.871673 -0.062 -0.349 0.078 0.4128
H -2.925793 3.556416 -0.457426 -0.187 -0.311 -0.187 0.4614
H 0.040758 4.049312 -0.668291 0.234 0.432 0.049 -0.2714
H -1.051897 4.680966 0.609041 0.333 0.220 0.023 0.2402
H 0.462402 2.296311 0.632626 0.134 -0.037 0.035 0.4394
H -0.733302 2.761808 1.817170 -0.234 -0.092 0.073 0.4691
H -0.040890 -1.989267 1.343438 0.016 0.134 0.089 0.4800
H -0.077752 -3.702397 -0.346653 0.042 -0.114 -0.186 0.6756
H -2.204507 -4.374954 -1.425049 -0.175 -0.086 -0.065 0.4608
H -4.329534 -3.304261 -0.663211 -0.097 0.045 -0.037 0.3594
H -4.288333 -1.552268 1.062141 -0.061 0.097 0.111 0.4509
H -2.475640 -1.494841 4.786750 -0.169 0.041 -0.224 0.4542
H -0.728536 -1.614728 6.521208 -0.227 -0.095 0.029 0.3824
H 1.561048 -0.876036 6.059023 0.018 -0.006 0.176 0.4273
H 2.111705 0.077473 3.814624 0.166 0.009 0.077 0.3968
H 0.384011 0.218120 2.109136 -0.008 0.071 -0.108 0.5421
H -0.968408 8.140922 -2.106222 -0.050 0.229 0.064 0.4481
H -0.847411 7.398463 -0.494375 -0.057 0.271 0.080 0.3094
H 1.278648 7.624914 -2.030299 0.256 0.039 0.045 0.3234
H 1.084344 6.210109 -1.032062 -0.134 -0.341 0.011 0.3480
H 0.956566 4.041713 -2.657783 -0.391 -0.049 0.378 0.2275
H 0.482253 4.338139 -4.199858 0.036 0.017 -0.044 0.2283
H -2.182174 6.374646 -5.358405 0.317 -0.359 -0.181 -0.0087
H -2.152655 4.164306 -4.855418 0.495 0.347 -0.302 -0.0769
O 2.942000 -3.922353 -3.941365 0.010 0.102 0.136 -0.6772
S 2.061544 -5.022463 -3.700115 0.015 -0.256 -0.212 1.2198
O 1.226582 -5.042550 -2.540555 -0.060 0.157 0.115 -0.5154
O 2.904171 -6.371338 -3.754404 -0.089 -0.013 -0.115 -0.2734
C 4.083059 -6.450389 -2.923860 0.425 -0.069 0.397 -0.4574
C 3.753457 -6.700814 -1.465614 -0.250 0.108 -0.019 -0.8129
C 1.072321 -5.313310 -5.125723 -0.011 -0.053 -0.068 -0.9901
H 4.678981 -5.544915 -3.046739 -0.124 0.066 -0.064 0.3499
H 4.660822 -7.279744 -3.328203 -0.143 -0.018 -0.159 0.2700
H 3.250455 -5.845753 -1.017632 0.065 0.015 0.015 0.1928
H 4.668139 -6.885765 -0.902484 0.032 0.002 -0.041 0.3739
H 3.092685 -7.562663 -1.366023 0.060 -0.053 -0.020 0.2936
H 1.716092 -5.339636 -6.000198 0.016 0.005 0.011 0.3397
H 0.366074 -4.489133 -5.197221 0.024 0.031 0.055 0.3778
H 0.543061 -6.253783 -4.998654 0.000 0.004 0.028 0.3127
O 4.091689 -4.607649 1.334419 0.169 0.141 -0.098 -0.6147
S 3.713677 -3.877882 2.507678 -0.391 -0.156 0.347 1.1929
O 3.797397 -2.451908 2.541294 0.134 0.056 -0.221 -0.5850
O 4.510773 -4.473135 3.753786 -0.117 -0.056 0.012 -0.2993
C 5.943938 -4.564112 3.645654 0.529 0.042 -0.014 -0.3414
C 6.625868 -3.224140 3.840228 -0.143 0.138 -0.101 -0.9737
C 2.099930 -4.365394 3.010525 -0.016 -0.055 0.061 -0.7064
H 6.212827 -5.013330 2.688110 -0.133 0.026 -0.043 0.2945
H 6.247490 -5.257026 4.428432 -0.194 -0.033 0.043 0.2776
H 6.400664 -2.542589 3.021158 0.006 -0.019 -0.007 0.2902
H 7.707047 -3.358862 3.885863 -0.005 -0.063 0.026 0.3880
H 6.286845 -2.752626 4.762471 0.040 -0.042 0.038 0.2554
H 2.050127 -5.450558 3.027662 0.014 -0.001 -0.012 0.3740
H 1.400333 -3.963257 2.279683 0.037 0.029 -0.022 0.0918
H 1.897358 -3.945358 3.992694 0.001 0.053 -0.020 0.3370
```
Forces are in eV/Å.